Here is 15 unconnected molecules or ions with the total composition C15H60N30O15 at a distorted geometry from the Open Molecules 2025 dataset. Energies are from ωB97M-V with the def2-TZVPD basis set.

Computed properties:
* maximum force: 9.1 eV/Å
* gap between HOMO and LUMO: 8.655 eV
* E_LUMO: -0.406 eV
* E_tot: -3379.01393 hartree
* spin multiplicity: 1

CARTESIAN COORDINATES (ANGSTROEM)
C 3.671669 5.915366 3.279406
O 4.511556 5.917721 4.122695
N 3.167193 6.953923 2.664712
N 2.992224 4.842934 3.046297
H 2.326403 6.886977 2.109110
H 3.298919 7.913175 2.952103
H 2.348166 4.724371 2.277385
H 3.247911 4.017075 3.568489
C -5.300177 -1.827807 -7.249599
O -6.385808 -1.822449 -6.826555
N -4.248175 -1.438196 -6.540219
N -5.048393 -2.116371 -8.486059
H -3.341654 -1.883256 -6.524481
H -4.470026 -0.772315 -5.813933
H -5.765211 -2.374781 -9.149013
H -4.085565 -2.392812 -8.615036
C -7.284721 2.369490 4.836056
O -6.843659 3.363899 4.240168
N -8.311485 2.439158 5.703589
N -6.817456 1.208371 4.870242
H -8.677272 3.328869 6.011339
H -8.627306 1.528112 6.004189
H -6.099521 1.031338 4.182259
H -7.293686 0.522754 5.438784
C -1.822936 0.407958 7.275049
O -1.621828 1.023626 6.230543
N -2.771591 0.699955 8.146721
N -1.034258 -0.577622 7.552529
H -2.898407 0.034064 8.895461
H -3.429613 1.412381 7.864693
H -1.338884 -1.025618 8.404936
H -0.092600 -0.520567 7.191802
C -2.383128 4.854810 0.952657
O -1.253553 5.123858 0.627963
N -2.693922 4.378681 2.055855
N -3.437252 4.831223 0.222790
H -1.902984 3.976624 2.538404
H -3.659030 4.372672 2.353604
H -3.364650 5.057480 -0.758854
H -4.365552 4.751830 0.612700
C 0.676159 0.067393 0.031453
O 1.855670 0.140961 0.309145
N 0.183992 0.068634 -1.146935
N -0.247844 -0.123341 0.930447
H 0.870427 0.274592 -1.858637
H -0.805372 0.125337 -1.341994
H -1.202891 -0.173786 0.605784
H -0.084573 -0.035455 1.923286
C 2.892665 0.638226 -6.232562
O 2.671793 1.831010 -6.440351
N 4.127554 0.123052 -6.045373
N 1.969592 -0.259447 -6.161252
H 4.171526 -0.883476 -6.116513
H 4.933622 0.725086 -6.134233
H 2.268108 -1.177417 -5.864052
H 0.988399 -0.024621 -6.208177
C 8.412468 2.130111 -3.021054
O 8.350847 2.017313 -4.191143
N 7.483418 1.565625 -2.281379
N 9.532915 2.356142 -2.386707
H 6.668123 1.121543 -2.679117
H 7.682773 1.401151 -1.305011
H 10.355810 2.382929 -2.971711
H 9.468233 2.249340 -1.384454
C -6.233671 -0.502822 -0.682664
O -5.115570 -0.574921 -0.290306
N -6.698057 0.282732 -1.531593
N -7.084132 -1.501218 -0.387321
H -7.659582 0.289981 -1.840662
H -6.180845 1.122949 -1.747554
H -6.928975 -2.207306 0.317995
H -8.032446 -1.349851 -0.700188
C 5.472342 -4.185822 3.038126
O 6.309888 -3.782191 2.316573
N 5.445263 -5.326960 3.675250
N 4.445611 -3.510165 3.236590
H 6.292803 -5.862644 3.553455
H 4.721956 -5.597507 4.326189
H 3.698957 -3.848138 3.826834
H 4.439271 -2.669445 2.676900
C -3.471007 4.232355 -6.285449
O -3.573848 3.521013 -5.324105
N -4.315178 5.041626 -6.843984
N -2.373720 4.438010 -6.906097
H -4.172723 5.573946 -7.690414
H -5.108622 5.157917 -6.229962
H -1.589584 3.829751 -6.718364
H -2.366183 5.165298 -7.606875
C 8.750641 1.942534 3.017859
O 9.919829 1.594865 2.995563
N 7.741240 1.339697 2.471899
N 8.415302 3.113722 3.443434
H 7.850739 0.337434 2.531598
H 6.885462 1.834106 2.679978
H 9.183756 3.533888 3.946455
H 7.526529 3.584756 3.534646
C -2.076602 -5.510687 -2.443772
O -1.254257 -5.076439 -3.262783
N -2.071528 -6.748081 -2.021683
N -2.997562 -4.809921 -1.842222
H -2.953375 -7.091185 -1.668536
H -1.327500 -7.316287 -2.400729
H -3.231259 -3.924078 -2.267390
H -3.293976 -5.161947 -0.943152
C -3.597701 -4.855019 4.055656
O -4.397226 -4.906873 3.145068
N -2.541406 -4.158656 4.140676
N -3.836240 -5.504806 5.196689
H -2.261359 -3.899539 5.075831
H -2.323485 -3.494464 3.411661
H -4.778193 -5.852820 5.088476
H -3.134148 -5.573826 5.919460
C 4.595750 -4.448965 -2.515426
O 4.519563 -4.390847 -3.756567
N 3.734763 -4.201203 -1.577775
N 5.766224 -4.471911 -2.031624
H 2.835644 -4.052844 -2.013289
H 3.943656 -3.946894 -0.622898
H 6.399459 -4.842811 -2.725557
H 5.968162 -4.455293 -1.042160

Cartesian forces (eV/Å) of the 3 atoms listed first:
C -0.477 0.661 1.277
O 3.023 0.657 1.971
N -1.342 4.215 -2.363

Löwdin atomic charge list, values in e, 99 entries:
1. C -0.825
2. O 0.046
3. N 0.163
4. N 0.158
5. H 0.109
6. H 0.117
7. H 0.115
8. H 0.118
9. C -0.840
10. O 0.084
11. N 0.149
12. N 0.163
13. H 0.104
14. H 0.111
15. H 0.122
16. H 0.108
17. C -0.778
18. O 0.002
19. N 0.140
20. N 0.171
21. H 0.116
22. H 0.093
23. H 0.139
24. H 0.120
25. C -0.788
26. O 0.006
27. N 0.169
28. N 0.155
29. H 0.104
30. H 0.123
31. H 0.102
32. H 0.129
33. C -0.872
34. O 0.043
35. N 0.168
36. N 0.163
37. H 0.136
38. H 0.125
39. H 0.123
40. H 0.114
41. C -0.824
42. O 0.020
43. N 0.175
44. N 0.159
45. H 0.128
46. H 0.121
47. H 0.105
48. H 0.116
49. C -0.760
50. O 0.003
51. N 0.154
52. N 0.158
53. H 0.099
54. H 0.115
55. H 0.110
56. H 0.122
57. C -0.816
58. O 0.056
59. N 0.154
60. N 0.162
61. H 0.117
62. H 0.095
63. H 0.123
64. H 0.106
65. C -0.842
66. O 0.046
67. N 0.186
68. N 0.148
69. H 0.125
70. H 0.135
71. H 0.110
72. H 0.092
73. C -0.894
74. O 0.069
75. N 0.169
76. N 0.172
77. H 0.120
78. H 0.110
79. H 0.121
80. H 0.136
81. C -0.833
82. O 0.052
83. N 0.148
84. N 0.155
85. H 0.116
86. H 0.120
87. H 0.130
88. H 0.112
89. C -0.818
90. O 0.028
91. N 0.164
92. N 0.158
93. H 0.123
94. H 0.108
95. H 0.122
96. H 0.117
97. C -0.778
98. O 0.001
99. N 0.149